[1]
The following is a DFT calculation (wB97M-V/def2-TZVPD) of C20H29BN4O9Pb as an isolated structure in a non-equilibrium geometry.

Geometry (Å):
Pb 1.697 -0.447 -0.712
O 0.344 -2.427 0.751
C -0.218 -2.419 1.799
O 0.331 -2.441 2.990
B -0.713 -2.396 4.046
O -1.980 -2.296 3.280
C -1.755 -2.409 1.985
O -2.580 -2.446 1.128
O -0.546 -1.212 4.897
C -0.362 -1.591 6.143
O -0.184 -0.884 7.078
C -0.458 -3.135 6.177
O -0.699 -3.537 4.935
O -0.388 -3.823 7.113
O 2.267 1.460 -1.666
H 2.140 1.766 -2.558
C 2.327 -3.160 -5.117
C 2.643 -4.558 -4.639
C 3.389 -4.571 -3.286
C 2.736 -3.776 -2.239
N 2.269 -3.140 -1.420
H 2.033 -3.143 -6.168
H 3.237 -2.539 -5.147
H 1.630 -2.684 -4.432
H 3.284 -5.175 -5.267
H 1.717 -5.105 -4.447
H 4.378 -4.115 -3.362
H 3.380 -5.599 -2.923
C -2.631 3.437 1.275
C -3.410 2.332 0.602
C -2.945 0.936 0.998
C -1.754 0.540 0.260
N -0.841 0.211 -0.338
H -2.545 3.310 2.360
H -3.130 4.397 1.128
H -1.603 3.545 0.915
H -3.402 2.489 -0.475
H -4.442 2.392 0.953
H -3.706 0.211 0.717
H -2.731 0.946 2.064
C -2.442 1.202 -3.617
C -1.273 2.056 -4.055
C -0.052 1.267 -4.416
C 0.174 0.073 -3.589
N 0.296 -0.903 -3.026
H -3.330 1.809 -3.483
H -2.206 0.610 -2.727
H -2.648 0.410 -4.350
H -1.080 2.748 -3.236
H -1.599 2.640 -4.915
H 0.878 1.841 -4.342
H -0.040 0.868 -5.439
C 1.047 4.259 2.561
C 1.883 3.491 3.588
C 1.318 2.114 3.851
C 1.413 1.294 2.666
N 1.505 0.762 1.654
H 0.006 4.367 2.869
H 0.949 3.599 1.680
H 1.540 5.155 2.206
H 1.829 3.980 4.566
H 2.933 3.493 3.299
H 0.292 2.272 4.168
H 1.831 1.649 4.688

The calculation puts the LUMO energy at 0.053 eV. Its total energy is -1893.59258 Eh. As for the spin multiplicity: 1. The orbital gap comes out at 0.3394 Eh. For the HOMO energy, the calculation gives -9.2 eV.

=====

[2]
The following is a DFT calculation (wB97M-V/def2-TZVPD) of C20H29BN8O2ReS2 as an isolated structure in a non-equilibrium geometry.

Geometry (Å):
Re 0.500 -0.943 0.475
C 0.060 0.000 3.758
C -0.296 0.954 2.677
C -0.796 2.215 2.755
C -0.887 2.703 1.434
N -0.450 1.782 0.590
N -0.083 0.672 1.326
B -0.279 1.715 -0.971
N -1.071 0.441 -1.472
C -2.016 0.339 -2.387
C -2.290 -1.021 -2.629
C -1.461 -1.733 -1.810
C -1.260 -3.205 -1.719
N -0.728 -0.821 -1.056
N 1.203 1.349 -1.219
C 2.126 1.992 -1.910
C 3.257 1.184 -2.024
C 2.972 0.027 -1.343
C 3.857 -1.177 -1.316
N 1.706 0.142 -0.772
N -0.741 2.908 -1.698
C -0.629 3.232 -3.025
C -1.493 4.247 -3.283
C -2.158 4.499 -2.046
C -3.215 5.507 -1.765
N -1.711 3.680 -1.116
H -0.634 0.103 4.591
H 1.061 0.222 4.136
H 0.044 -1.039 3.430
H -1.073 2.749 3.649
H -1.261 3.638 1.045
H -2.453 1.225 -2.828
H -2.998 -1.416 -3.339
H -2.213 -3.719 -1.602
H -0.603 -3.493 -0.899
H -0.812 -3.570 -2.645
H 1.937 2.979 -2.304
H 4.161 1.407 -2.565
H 4.547 -1.102 -2.154
H 3.300 -2.107 -1.419
H 4.459 -1.223 -0.409
H 0.051 2.719 -3.690
H -1.638 4.760 -4.219
H -3.001 6.440 -2.283
H -3.289 5.704 -0.698
H -4.183 5.150 -2.117
C -2.602 -3.582 1.858
C -2.087 -2.196 1.578
O -0.626 -2.223 1.325
H -3.683 -3.523 1.993
H -2.186 -3.998 2.776
H -2.406 -4.261 1.028
H -2.218 -1.524 2.428
H -2.540 -1.742 0.695
H 0.052 -3.153 1.975
C 4.687 -2.947 2.941
O 3.362 -3.572 2.983
C 2.309 -3.156 2.397
S 0.955 -4.131 2.578
S 2.483 -1.631 1.469
H 5.308 -3.601 3.540
H 4.631 -1.956 3.384
H 5.043 -2.919 1.914

The calculation puts the LUMO energy at -12.126 eV. As for the net charge: +3. Its total energy is -2266.61150 Eh. As for the spin multiplicity: 1. The orbital gap comes out at 0.1737 Eh. For the HOMO energy, the calculation gives -16.9 eV. Its energy above the lowest of the compared OMol25 structures with the same formula, charge and spin is 0.0000 eV.

=====

[3]
The following is a DFT calculation (wB97M-V/def2-TZVPD) of C20H29BaN2O5PSi as an isolated structure.

Geometry (Å):
Ba -0.291 -1.279 -0.336
C 3.646 -2.756 -1.554
C 3.451 -2.738 -0.060
C 4.466 -3.150 0.781
C 4.226 -3.109 2.157
C 3.019 -2.670 2.632
C 2.001 -2.250 1.727
N 2.267 -2.307 0.386
N 0.791 -1.809 2.096
Si 0.354 -1.121 3.600
C 1.514 0.268 4.111
C -1.366 -0.399 3.361
C 0.247 -2.368 5.014
H 4.561 -2.233 -1.834
H 2.809 -2.272 -2.055
H 3.727 -3.780 -1.924
H 5.411 -3.486 0.377
H 4.993 -3.427 2.853
H 2.821 -2.649 3.695
H 1.504 1.069 3.368
H 2.543 -0.085 4.203
H 1.220 0.696 5.073
H -1.380 0.344 2.557
H -1.718 0.094 4.269
H -2.088 -1.184 3.115
H 1.230 -2.643 5.401
H -0.241 -3.283 4.669
H -0.332 -1.974 5.853
C -5.181 -2.240 -1.307
P -3.589 -2.000 -2.104
C -3.459 -0.258 -2.533
C -3.651 -2.921 -3.646
O -2.443 -2.415 -1.230
H -6.000 -1.959 -1.970
H -5.223 -1.630 -0.405
H -5.285 -3.288 -1.028
H -4.295 0.084 -3.143
H -2.525 -0.091 -3.074
H -3.417 0.328 -1.613
H -4.483 -2.584 -4.266
H -3.770 -3.983 -3.433
H -2.718 -2.773 -4.190
O 0.087 0.768 -1.968
C -0.390 1.588 -1.131
O -1.089 1.220 -0.144
C -0.101 3.050 -1.305
C -0.592 3.962 -0.383
C -0.335 5.329 -0.503
C 0.425 5.720 -1.577
O 0.814 6.985 -1.920
C 1.620 6.850 -3.090
O 1.634 5.476 -3.463
C 0.916 4.811 -2.500
C 0.673 3.469 -2.397
H -1.178 3.583 0.443
H -0.708 6.050 0.212
H 2.638 7.179 -2.867
H 1.185 7.442 -3.897
H 1.054 2.748 -3.106

The calculation puts the LUMO energy at -0.029 eV. Its total energy is -1921.80589 Eh. As for the spin multiplicity: 1. The orbital gap comes out at 0.2488 Eh. For the HOMO energy, the calculation gives -6.8 eV. Its energy above the lowest of the compared OMol25 structures with the same formula, charge and spin is 0.0000 eV.

=====

[4]
The following is a DFT calculation (wB97M-V/def2-TZVPD) of C20H29BeBrClF3K2N4O12V as an isolated structure in a non-equilibrium geometry.

Geometry (Å):
O -0.406 6.424 4.966
C -0.469 5.796 3.954
C -0.460 6.597 2.605
N -0.406 5.750 1.394
C -1.628 4.969 1.128
C -1.654 3.577 1.838
C -0.331 2.780 1.629
C -0.047 1.713 2.707
F -0.845 0.611 2.830
C 1.081 1.915 3.497
F 1.785 0.835 4.104
F 1.539 3.179 3.686
C -2.980 5.697 1.349
O -3.574 6.090 0.339
O -3.496 5.954 2.476
H -0.481 4.675 4.010
H 0.515 7.156 2.634
H -1.249 7.385 2.612
H -0.344 6.412 0.612
H -1.602 4.710 0.030
H -1.989 3.646 2.897
H -2.561 2.963 1.256
H 0.554 3.451 1.557
H -0.450 2.230 0.661
C 1.974 -5.439 0.486
C 0.695 -4.955 -0.177
N 0.531 -3.495 -0.040
C 0.189 -2.826 1.128
C 0.117 -1.500 0.820
N 0.407 -1.388 -0.535
C 0.663 -2.609 -1.037
C 0.430 -0.143 -1.314
H 1.994 -5.173 1.547
H 2.055 -6.522 0.407
H 2.852 -4.990 0.013
H -0.176 -5.433 0.274
H 0.698 -5.206 -1.242
H 0.043 -3.389 2.035
H -0.111 -0.609 1.393
H 0.919 -2.835 -2.065
H -0.299 -0.218 -2.119
H 1.429 0.002 -1.729
H 0.176 0.701 -0.677
K 2.444 -1.701 0.597
Br -2.929 1.444 0.575
O 1.127 -1.351 7.553
V -0.159 -0.497 6.794
O -1.491 0.325 6.031
C -2.503 -5.219 -2.019
C -2.788 -6.733 -2.137
O -3.476 -7.190 -1.228
O -2.273 -7.255 -3.139
H -2.966 -4.786 -1.131
H -1.417 -5.070 -1.968
H -2.892 -4.704 -2.898
O -0.074 -5.021 -3.622
H -0.144 -5.772 -4.223
K -2.633 -2.132 7.169
O -4.002 6.731 -2.602
Cl -4.492 5.414 -2.908
O -3.621 4.426 -2.289
O -4.502 5.220 -4.333
O -5.827 5.266 -2.392
Be 3.671 2.862 2.935
N 3.860 -2.846 -4.000
C 3.574 -1.680 -4.667
C 4.696 -1.306 -5.356
C 5.696 -2.282 -5.103
C 5.152 -3.220 -4.267
H 3.222 -3.349 -3.412
H 2.600 -1.222 -4.592
H 4.790 -0.429 -5.976
H 6.701 -2.294 -5.492
H 5.568 -4.117 -3.838

The calculation puts the LUMO energy at -8.594 eV. As for the net charge: +1. Its total energy is -7392.41092 Eh. As for the spin multiplicity: 1. The orbital gap comes out at 0.0481 Eh. For the HOMO energy, the calculation gives -9.9 eV. Its energy above the lowest of the compared OMol25 structures with the same formula, charge and spin is 3.2955 eV.

=====

Copy entry 3 word for word.
The following is a DFT calculation (wB97M-V/def2-TZVPD) of C20H29BaN2O5PSi as an isolated structure.

Geometry (Å):
Ba -0.291 -1.279 -0.336
C 3.646 -2.756 -1.554
C 3.451 -2.738 -0.060
C 4.466 -3.150 0.781
C 4.226 -3.109 2.157
C 3.019 -2.670 2.632
C 2.001 -2.250 1.727
N 2.267 -2.307 0.386
N 0.791 -1.809 2.096
Si 0.354 -1.121 3.600
C 1.514 0.268 4.111
C -1.366 -0.399 3.361
C 0.247 -2.368 5.014
H 4.561 -2.233 -1.834
H 2.809 -2.272 -2.055
H 3.727 -3.780 -1.924
H 5.411 -3.486 0.377
H 4.993 -3.427 2.853
H 2.821 -2.649 3.695
H 1.504 1.069 3.368
H 2.543 -0.085 4.203
H 1.220 0.696 5.073
H -1.380 0.344 2.557
H -1.718 0.094 4.269
H -2.088 -1.184 3.115
H 1.230 -2.643 5.401
H -0.241 -3.283 4.669
H -0.332 -1.974 5.853
C -5.181 -2.240 -1.307
P -3.589 -2.000 -2.104
C -3.459 -0.258 -2.533
C -3.651 -2.921 -3.646
O -2.443 -2.415 -1.230
H -6.000 -1.959 -1.970
H -5.223 -1.630 -0.405
H -5.285 -3.288 -1.028
H -4.295 0.084 -3.143
H -2.525 -0.091 -3.074
H -3.417 0.328 -1.613
H -4.483 -2.584 -4.266
H -3.770 -3.983 -3.433
H -2.718 -2.773 -4.190
O 0.087 0.768 -1.968
C -0.390 1.588 -1.131
O -1.089 1.220 -0.144
C -0.101 3.050 -1.305
C -0.592 3.962 -0.383
C -0.335 5.329 -0.503
C 0.425 5.720 -1.577
O 0.814 6.985 -1.920
C 1.620 6.850 -3.090
O 1.634 5.476 -3.463
C 0.916 4.811 -2.500
C 0.673 3.469 -2.397
H -1.178 3.583 0.443
H -0.708 6.050 0.212
H 2.638 7.179 -2.867
H 1.185 7.442 -3.897
H 1.054 2.748 -3.106

The calculation puts the LUMO energy at -0.029 eV. Its total energy is -1921.80589 Eh. As for the spin multiplicity: 1. The orbital gap comes out at 0.2488 Eh. For the HOMO energy, the calculation gives -6.8 eV. Its energy above the lowest of the compared OMol25 structures with the same formula, charge and spin is 0.0000 eV.